Record 1
Density functional theory data (ωB97M-V with the def2-TZVPD basis set) for a molecular structure, C2F2INO2 in a non-equilibrium geometry.

The multiplicity is 1.

Cartesian coordinates (Å):
C -1.7824 0.3176 -1.7261
C 0.5387 -0.1448 0.9884
N 1.5809 0.5079 1.1443
O -2.7472 0.9082 -1.3945
O -0.7165 -0.1238 -1.9566
F 0.4031 -1.3811 0.7295
F -0.5582 0.5009 0.9343
I 3.2815 -0.5849 1.2807

Forces on atoms 1 to 2 (eV/Å):
C 0.5 1.5 0.9
C 2.0 1.4 -0.4

Record 2
Density functional theory data (ωB97M-V with the def2-TZVPD basis set) for 2 unconnected molecules or ions with the total composition C2F2INO2 in a non-equilibrium geometry.

The multiplicity is 1.

Cartesian coordinates (Å):
C -0.4362 -0.3801 -0.0765
C -1.6925 -0.7214 0.0698
N 1.8249 2.1076 0.1419
O 0.6609 0.0052 -0.1224
O 2.7561 1.8412 0.7345
F -2.0840 -1.7435 0.8391
F -2.6812 -0.2322 -0.6820
I 4.5617 0.4554 -0.0917

Forces on atoms 1 to 2 (eV/Å):
C -0.2 0.1 0.1
C -0.8 -0.5 0.0

Record 3
Density functional theory data (ωB97M-V with the def2-TZVPD basis set) for a molecular structure, C2F3I3NO in a non-equilibrium geometry.

The multiplicity is 1. As for the net charge: -1.

Cartesian coordinates (Å):
C -2.1491 -0.2346 0.2756
C 1.5644 -0.3006 0.1009
N 0.8501 -0.5001 -0.9956
O 0.3877 0.4198 -1.7113
F -3.2927 -0.9153 0.2183
F -2.1283 0.3760 1.5689
F 1.4055 -1.2708 0.9185
I -1.9435 1.3082 -1.1689
I 1.4538 1.6390 1.3076
I 3.8521 -0.5216 -0.5140

Forces on atoms 1 to 2 (eV/Å):
C -0.1 1.6 1.9
C 0.6 2.0 -0.7

Record 4
Density functional theory data (ωB97M-V with the def2-TZVPD basis set) for a molecular structure, C2F6NO8ReS3SbSe4 in a non-equilibrium geometry.

The multiplicity is 1. As for the net charge: +1.

Cartesian coordinates (Å):
Re -0.1137 0.5420 -0.3266
F 2.6951 -2.4517 -2.2471
C 2.4394 -1.2899 -2.8055
F 1.8378 -1.4041 -3.9601
F 3.5382 -0.5711 -2.9037
S 1.3145 -0.3681 -1.5852
O 1.9662 0.8381 -0.9547
O 0.1118 0.3922 -2.2103
N 0.8312 -1.1025 -0.1662
S -0.6166 -1.5940 -0.7042
O -1.6444 -0.4601 -0.8651
O -0.2484 -2.1719 -1.9866
C -1.4266 -3.1089 0.0921
F -0.4346 -3.9867 0.0657
F -1.9219 -3.0096 1.2906
F -2.3583 -3.4272 -0.7871
O 0.6731 -1.1482 3.1213
S 0.1215 -0.0210 2.4579
O -0.4530 1.0581 3.2061
O -0.9746 -0.4555 1.4083
O 1.1269 0.6351 1.4550
Se -3.7409 4.8301 1.4920
Sb -1.3916 4.2960 1.4630
Se -0.7637 2.2825 0.6234
Se -0.2491 5.1675 3.3946
Se -0.3185 6.5290 1.4325

Forces on atoms 1 to 2 (eV/Å):
Re 0.7 5.1 8.1
F -0.3 0.4 -0.1

Record 5
Density functional theory data (ωB97M-V with the def2-TZVPD basis set) for a molecular structure, C2F6O6S2Sn in a non-equilibrium geometry.

The multiplicity is 1.

Cartesian coordinates (Å):
Sn -1.2856 1.3151 0.3171
C 3.7506 3.4697 1.1018
F 3.4253 4.0973 0.0083
F 5.0938 3.3929 1.0775
F 3.3457 4.0437 2.2568
S 2.8975 1.7007 0.8621
O 3.0338 0.9957 2.1845
O 1.4706 2.0694 0.6112
O 3.5180 0.9223 -0.2076
C -3.3556 -3.5086 -0.4684
F -3.8325 -4.4366 -1.3030
F -4.2973 -3.0598 0.3664
F -2.1778 -3.9904 0.0222
S -2.9563 -2.0228 -1.5663
O -4.2834 -1.4391 -1.9601
O -2.2586 -1.1019 -0.6500
O -2.0882 -2.4475 -2.6525

Forces on atoms 1 to 2 (eV/Å):
Sn 1.4 -1.8 -0.8
C 0.5 -2.3 0.2

Record 6
Density functional theory data (ωB97M-V with the def2-TZVPD basis set) for a molecular structure, C2FI2O2 in a non-equilibrium geometry.

The multiplicity is 3. As for the net charge: -1.

Cartesian coordinates (Å):
C 2.5462 0.0549 -0.8661
C -1.6440 0.5134 0.8543
O 2.6134 0.7916 0.0240
O 2.7453 -0.5987 -1.8258
F -2.1864 0.2276 2.1012
I -3.4882 0.6182 -0.4518
I -0.5862 -1.6071 0.1641

Forces on atoms 1 to 2 (eV/Å):
C 1.7 -0.5 -1.6
C -2.4 -0.7 0.7

Record 7
Density functional theory data (ωB97M-V with the def2-TZVPD basis set) for 2 unconnected molecules or ions with the total composition C2FO4S in a non-equilibrium geometry.

The multiplicity is 1. As for the net charge: -1.

Cartesian coordinates (Å):
C 1.9439 0.2447 0.2162
C -0.5728 -0.2857 -0.5735
O 2.3790 -0.8121 0.2228
O 1.8127 1.3710 0.1898
O -2.7679 1.0348 -0.4973
O -0.4968 0.2329 0.7498
F -0.2127 -1.6872 -0.5828
S -2.0854 -0.0984 0.2750

Forces on atoms 1 to 2 (eV/Å):
C 1.3 -0.2 -0.4
C 0.9 -1.0 -1.4

Record 8
Density functional theory data (ωB97M-V with the def2-TZVPD basis set) for a molecular structure, C2H10BKO2 in a non-equilibrium geometry.

The multiplicity is 1.

Cartesian coordinates (Å):
K 17.1335 3.4016 1.6308
B 14.3761 4.4357 1.4432
H 14.2844 4.3023 2.6467
H 13.5092 5.2012 1.1230
H 15.4303 5.0120 1.3302
H 14.3237 3.4062 0.8089
C 18.6005 4.3954 -1.9936
C 19.4955 5.5676 -1.7380
O 20.0528 5.4915 -0.4272
O 17.5379 4.3535 -1.0381
H 19.1191 3.4349 -1.9388
H 18.2098 4.4406 -3.0159
H 19.0470 6.5436 -1.9064
H 20.3313 5.4625 -2.4420
H 19.6749 6.1934 0.1078
H 16.6826 4.3036 -1.4744

Forces on atoms 1 to 2 (eV/Å):
K -0.3 0.1 -0.2
B -0.1 0.4 0.5

Asked for energy relative to the best compared isomer or geometry (same formula, charge and spin) across the records above, the calculation gives 11.4, 562.8, 207.6, 1201.8, 0.1, 0.0, 169.9, 0.0 kJ/mol in order.